# 1
A cluster of 3 separate species, C8H24O8PS3 in total. Source: OMol25; level of theory: the ωB97M-V functional and the def2-TZVPD basis.

## Properties
LUMO energy ... 2.087 eV
Maximum force ... 0.250 eV/A
Energy above the lowest of the compared OMol25 structures with the same formula, charge and spin ... 0.0 kJ/mol
Charge ... -1
Gap between HOMO and LUMO ... 6.469 eV
HOMO ... -4.4 eV

The geometry in XYZ format:
```
44
Properties=species:S:1:pos:R:3:mulliken_charge:R:1
S 1.584 2.657 4.821 -0.4891
P 2.355 0.779 3.658 0.5934
O 3.470 0.466 4.963 -0.4046
C 3.710 -0.914 5.000 -0.6165
C 3.959 -1.299 3.551 -0.2987
O 2.960 -0.639 2.812 -0.3119
H 0.660 2.985 3.910 0.0457
H 3.349 1.618 3.068 -0.0811
H 1.432 1.033 2.587 -0.4523
H 1.373 0.012 4.352 -0.0658
H 2.819 -1.452 5.365 0.3249
H 4.541 -1.131 5.676 0.3012
H 3.911 -2.380 3.375 0.2626
H 4.952 -0.943 3.235 0.2511
O 0.053 0.568 -0.351 -0.5975
S 1.267 1.008 -0.979 1.2314
O 1.255 2.290 -1.621 -0.6799
O 1.695 -0.110 -2.047 -0.3494
C 0.607 -0.702 -2.797 -0.3383
C 0.038 0.201 -3.869 -0.9178
C 2.652 0.872 0.073 -1.0225
H -0.159 -0.997 -2.081 0.2934
H 1.036 -1.608 -3.221 0.3338
H -0.395 1.104 -3.441 0.2497
H -0.753 -0.346 -4.383 0.3031
H 0.801 0.496 -4.589 0.3335
H 2.673 -0.105 0.552 0.3134
H 2.557 1.632 0.847 0.3502
H 3.529 1.056 -0.543 0.4146
O -3.389 -0.624 -3.807 -0.6080
S -4.370 -0.871 -2.790 1.2497
O -5.552 -0.066 -2.772 -0.6388
O -3.663 -0.867 -1.384 -0.3209
C -2.739 0.239 -1.082 0.2858
C -3.454 1.516 -0.727 -1.1755
C -4.845 -2.565 -2.808 -0.9573
H -2.081 0.365 -1.937 -0.1506
H -2.154 -0.146 -0.253 0.3155
H -4.006 1.920 -1.576 0.3061
H -2.702 2.242 -0.419 0.4193
H -4.150 1.356 0.097 0.3065
H -3.949 -3.180 -2.812 0.2997
H -5.422 -2.712 -3.718 0.3671
H -5.457 -2.759 -1.932 0.3253
```

---

# 2
A cluster of 2 separate species, C8H25BNO5SSi2 in total. Source: OMol25; level of theory: the ωB97M-V functional and the def2-TZVPD basis.

## Properties
LUMO energy ... -4.667 eV
Maximum force ... 0.690 eV/A
Charge ... +1
Gap between HOMO and LUMO ... 6.932 eV
HOMO ... -11.6 eV

The geometry in XYZ format:
```
43
Properties=species:S:1:pos:R:3:mulliken_charge:R:1
O 5.877 -1.207 0.976 -0.1041
N 5.113 -1.697 0.325 0.4033
O 5.537 -3.241 0.068 -0.3833
C 4.862 -4.108 0.872 -0.1872
S 3.730 -5.124 -0.219 0.0968
C 2.042 -5.067 0.417 -0.5946
B 1.524 -3.576 0.822 0.3016
O 1.901 -3.008 1.997 -0.4714
O 0.651 -2.910 0.039 -0.3137
H 4.222 -3.616 1.611 0.1977
H 5.527 -4.819 1.366 0.4145
H 4.103 -6.357 0.159 0.2491
H 1.937 -5.762 1.251 0.4045
H 1.458 -5.443 -0.424 0.3944
H 2.292 -3.571 2.674 0.3227
H 0.776 -2.939 -0.916 0.2911
O -1.825 2.347 -1.111 -0.3350
Si -0.542 1.580 -0.448 0.3287
C -1.091 0.033 0.444 -0.7370
C 0.350 2.703 0.746 -0.9962
C 0.615 1.094 -1.831 -0.9592
Si -3.252 3.079 -0.716 0.3806
C -4.044 3.668 -2.290 -1.0136
C -2.927 4.522 0.420 -1.0051
C -4.368 1.851 0.141 -1.0064
H -1.701 0.265 1.320 0.3362
H -0.220 -0.534 0.781 0.1367
H -1.682 -0.611 -0.212 0.2614
H 0.628 3.645 0.270 0.2913
H 1.265 2.229 1.111 0.3514
H -0.270 2.938 1.614 0.3082
H 0.971 1.967 -2.381 0.2877
H 0.126 0.429 -2.545 0.2872
H 1.489 0.578 -1.420 0.2498
H -3.410 4.387 -2.812 0.2864
H -4.994 4.157 -2.066 0.3077
H -4.245 2.840 -2.973 0.2831
H -2.531 4.200 1.386 0.2970
H -3.854 5.068 0.609 0.3877
H -2.211 5.220 -0.019 0.2862
H -3.965 1.541 1.107 0.2952
H -4.514 0.955 -0.466 0.2807
H -5.349 2.297 0.321 0.3880
```

---

# 3
A structure of composition C8H26CaN8O6. Source: OMol25; level of theory: the ωB97M-V functional and the def2-TZVPD basis.

## Properties
LUMO energy ... 0.028 eV
Maximum force ... 1.687 eV/A
Energy above the lowest of the compared OMol25 structures with the same formula, charge and spin ... 36.7 kJ/mol
Gap between HOMO and LUMO ... 6.264 eV
HOMO ... -6.2 eV

The geometry in XYZ format:
```
49
Properties=species:S:1:pos:R:3:mulliken_charge:R:1
Ca -0.667 0.691 0.370 2.3366
C -4.462 -1.162 2.368 -1.3365
C -2.979 -1.015 1.998 0.3974
O -2.480 0.221 1.756 -0.9805
H -5.013 -0.322 1.937 0.3269
H -4.610 -1.221 3.446 0.2775
H -4.914 -2.034 1.886 0.3446
H -2.842 -1.735 1.134 -0.2503
H -2.331 -1.519 2.760 0.2208
C -0.935 4.353 -2.660 -1.2534
C -0.386 3.055 -2.068 0.6446
O -0.965 2.625 -0.904 -1.0018
H -0.804 5.105 -1.883 0.2798
H -1.984 4.250 -2.940 0.3035
H -0.351 4.616 -3.546 0.3800
H 0.681 3.270 -1.809 -0.0670
H -0.335 2.246 -2.839 -0.2878
C 1.478 1.283 2.977 0.5676
O 0.661 1.414 2.093 -0.6649
N 2.783 0.926 2.733 -0.3512
N 1.191 1.434 4.302 -0.4484
H 3.156 0.945 1.801 0.1799
H 3.418 0.887 3.510 0.1567
H 1.930 1.400 4.979 0.1526
H 0.310 1.856 4.533 0.2599
C 0.454 -2.652 1.154 0.4065
O 0.314 -1.442 1.035 -0.2594
N -0.616 -3.453 1.400 -0.3476
N 1.658 -3.263 0.941 -0.4435
H -1.473 -2.922 1.504 0.0993
H -0.524 -4.449 1.408 0.1618
H 1.713 -4.263 0.892 0.1642
H 2.388 -2.708 0.539 0.2231
C 2.514 0.620 -1.174 0.5014
O 1.444 0.686 -0.612 -0.3882
N 2.862 -0.279 -2.145 -0.4236
N 3.512 1.533 -0.865 -0.5085
H 3.842 -0.356 -2.338 0.1775
H 2.148 -0.911 -2.461 0.2334
H 4.350 1.639 -1.410 0.1720
H 3.163 2.405 -0.497 0.2834
C -0.926 -1.303 -2.439 0.4671
O -1.150 -0.815 -1.347 -0.5671
N -0.217 -0.632 -3.399 -0.3982
N -1.458 -2.503 -2.805 -0.4391
H -0.028 0.339 -3.196 0.0921
H 0.067 -1.116 -4.229 0.1750
H -1.537 -2.783 -3.764 0.1711
H -2.051 -2.943 -2.124 0.2607
```

---

# 4
A structure of composition C8H26FeO6. Source: OMol25; level of theory: the ωB97M-V functional and the def2-TZVPD basis.

## Properties
LUMO energy (alpha / beta) ... 0.606 / 0.594 eV
Maximum force ... 0.746 eV/A
Energy above the lowest of the compared OMol25 structures with the same formula, charge and spin ... 0.0 kJ/mol
Multiplicity ... 5
Gap between HOMO and LUMO (alpha / beta) ... 7.932 / 7.292 eV
HOMO (alpha / beta) ... -7.3 / -6.7 eV

The geometry in XYZ format:
```
41
Properties=species:S:1:pos:R:3:mulliken_charge:R:1
Fe 3.155 -0.166 10.116 1.2132
O 1.753 -1.212 11.046 -0.9081
H 1.416 -1.732 10.305 0.1743
O 4.573 0.930 9.300 -0.8401
H 5.310 0.538 8.819 0.1365
C 5.595 -3.669 10.463 -1.1680
C 5.508 -2.428 9.607 -0.2416
O 4.151 -2.018 9.397 -0.2658
H 4.946 -3.591 11.336 0.2634
H 6.612 -3.842 10.818 0.3595
H 5.284 -4.552 9.899 0.3520
H 5.994 -2.608 8.643 0.3823
H 6.009 -1.580 10.070 0.1783
H 3.752 -2.563 8.713 0.1987
C 5.157 0.860 13.922 -1.1566
C 5.502 0.214 12.591 -0.3864
O 4.363 -0.376 11.980 -0.1189
H 4.691 0.154 14.612 0.3322
H 4.456 1.685 13.769 0.2338
H 6.038 1.286 14.407 0.3784
H 6.294 -0.536 12.725 0.3147
H 5.877 0.954 11.888 0.3152
H 4.017 -1.099 12.516 0.1812
C 0.521 3.266 9.919 -0.8971
C 0.836 2.149 10.908 -0.3177
O 2.200 1.739 10.823 -0.3476
H -0.466 3.692 10.102 0.3772
H 0.527 2.882 8.897 0.1482
H 1.269 4.058 9.977 0.2846
H 0.254 1.258 10.679 0.1570
H 0.584 2.446 11.930 0.4049
H 2.763 2.382 11.259 0.2399
C 0.230 -1.330 7.038 -1.2565
C 0.638 -0.194 7.929 -0.1462
O 2.055 -0.164 8.158 -0.2608
H -0.847 -1.274 6.857 0.3788
H 0.437 -2.291 7.507 0.2772
H 0.731 -1.272 6.070 0.3442
H 0.192 -0.309 8.916 0.2287
H 0.318 0.762 7.506 0.2492
H 2.508 0.080 7.345 0.2077
```

---

# 5
A structure of composition C8H26N4O5Ru. Source: OMol25; level of theory: the ωB97M-V functional and the def2-TZVPD basis.

## Properties
LUMO energy (alpha / beta) ... -2.594 / -4.633 eV
Maximum force ... 4.096 eV/A
Energy above the lowest of the compared OMol25 structures with the same formula, charge and spin ... 87.3 kJ/mol
Multiplicity ... 6
Charge ... +1
Gap between HOMO and LUMO (alpha / beta) ... 6.762 / 6.790 eV
HOMO (alpha / beta) ... -9.4 / -11.4 eV

The geometry in XYZ format:
```
44
Properties=species:S:1:pos:R:3:mulliken_charge:R:1
O -1.727 -3.023 -0.268 -0.4586
H -2.322 -3.662 0.154 0.2482
Ru 0.285 0.041 0.459 0.6424
N 2.189 -0.122 0.170 0.0727
N 0.476 1.138 -1.097 0.5119
O 2.900 -1.237 0.657 -0.6526
O -0.563 1.833 -1.757 -0.5533
C 2.698 0.631 -0.827 0.5329
C 1.719 1.348 -1.576 0.5332
C 4.150 0.690 -0.949 -1.4675
C 1.998 2.347 -2.625 -1.9229
H 4.644 -0.113 -0.414 0.3520
H 4.475 1.649 -0.556 0.3172
H 4.411 0.638 -1.997 0.4299
H 1.511 3.311 -2.395 0.4741
H 1.695 1.984 -3.625 0.4133
H 3.086 2.500 -2.612 0.3540
H 1.854 -1.902 0.744 0.4495
H -0.150 2.139 -2.602 0.3708
O 0.150 2.672 1.596 -0.4840
H 0.462 3.202 2.355 0.2616
H 0.014 3.327 0.889 0.2836
C -1.178 -2.630 -2.182 -1.0518
H -2.220 -2.365 -2.246 0.3288
H -0.753 -3.624 -2.223 0.3700
H -0.454 -1.725 -2.278 0.2447
O 0.681 -2.097 0.707 -0.7724
H -0.943 -3.083 0.327 0.2571
H 0.618 -2.601 -0.160 0.2941
N -1.856 0.194 -0.101 -0.4623
C -2.568 0.945 1.016 -0.4273
C -2.881 -0.004 2.129 -0.6893
C -1.790 -1.042 2.487 -0.4479
N -0.416 -0.497 2.313 -0.6567
H -2.300 -0.718 -0.298 0.2261
H -1.911 0.751 -0.950 0.4067
H -1.922 1.783 1.311 0.3048
H -3.486 1.358 0.590 0.4304
H -3.089 0.546 3.053 0.3521
H -3.796 -0.578 1.911 0.2949
H -1.734 -1.222 3.570 0.4125
H -1.938 -2.019 1.989 0.1452
H 0.282 -1.165 2.594 0.3813
H -0.298 0.402 2.717 0.3507
```